1.
5 unconnected molecules or ions with the total composition C33H69N3O5, computed with ωB97M-V/def2-TZVPD.

```
110
Properties=species:S:1:pos:R:3
C 0.445 1.439 2.834
C 1.376 2.260 1.923
C 1.505 3.712 2.490
C 2.709 1.503 2.118
C 3.803 1.892 1.127
C 3.259 1.686 -0.282
C 1.962 2.476 -0.545
C 2.248 3.995 -0.595
C 1.332 1.975 -1.851
N 0.977 2.146 0.523
O -0.273 2.761 0.342
H 0.262 0.416 2.499
H 0.808 1.320 3.857
H -0.526 1.934 2.922
H 2.374 4.226 2.088
H 0.604 4.320 2.397
H 1.611 3.752 3.579
H 3.027 1.574 3.160
H 2.600 0.425 1.957
H 4.032 2.955 1.238
H 4.736 1.341 1.226
H 3.029 0.641 -0.511
H 4.024 2.026 -0.984
H 1.317 4.520 -0.379
H 2.606 4.131 -1.619
H 2.991 4.377 0.099
H 1.037 0.934 -1.715
H 2.149 1.956 -2.579
H 0.516 2.599 -2.211
H -0.726 2.206 -0.302
C -0.230 -6.429 1.167
C 0.262 -5.809 -0.153
C 1.109 -6.865 -0.846
C -0.989 -5.526 -1.046
C -1.750 -4.246 -0.627
C -0.855 -3.034 -0.518
C 0.397 -3.275 0.367
C 1.306 -2.046 0.284
C -0.080 -3.309 1.847
N 0.963 -4.551 -0.057
O 2.270 -4.685 0.470
H -1.057 -5.946 1.675
H -0.307 -7.505 1.010
H 0.613 -6.410 1.873
H 1.719 -6.468 -1.667
H 1.949 -7.176 -0.215
H 0.614 -7.726 -1.290
H -0.844 -5.658 -2.118
H -1.649 -6.362 -0.788
H -2.629 -4.202 -1.275
H -2.220 -4.436 0.344
H -1.275 -2.127 -0.081
H -0.469 -2.841 -1.525
H 2.053 -1.944 1.068
H 0.700 -1.137 0.255
H 1.818 -2.042 -0.684
H -0.483 -2.346 2.172
H 0.768 -3.461 2.523
H -0.825 -4.062 2.095
H 2.196 -4.932 1.409
C -5.930 -0.873 -4.439
C -4.709 -0.815 -3.523
C -4.928 -1.370 -2.130
C -3.602 -1.644 -4.230
C -2.212 -1.362 -3.638
C -1.877 0.101 -3.906
C -2.861 1.036 -3.220
C -2.571 1.246 -1.729
C -2.806 2.364 -3.988
N -4.266 0.589 -3.408
O -5.216 1.490 -2.934
H -6.364 -1.825 -4.770
H -6.826 -0.568 -3.884
H -5.702 -0.293 -5.331
H -3.991 -1.475 -1.586
H -5.590 -0.727 -1.548
H -5.395 -2.359 -2.174
H -4.039 -2.641 -4.145
H -3.524 -1.406 -5.293
H -2.114 -1.546 -2.566
H -1.506 -2.074 -4.073
H -1.725 0.282 -4.974
H -0.842 0.229 -3.569
H -1.476 1.238 -1.661
H -3.005 0.412 -1.187
H -2.814 2.246 -1.373
H -3.224 2.246 -4.984
H -1.761 2.694 -3.920
H -3.303 3.209 -3.503
H -5.400 2.111 -3.649
C 0.347 8.626 4.876
C 1.067 8.162 3.604
C 0.218 7.532 2.487
O 2.269 8.196 3.572
H 0.882 9.542 5.130
H 0.529 7.873 5.641
H -0.705 8.883 4.784
H 0.537 6.556 2.136
H 0.038 8.245 1.684
H -0.745 7.417 2.992
C 3.975 -1.961 4.650
C 4.833 -2.178 3.410
C 5.273 -0.964 2.650
O 4.877 -3.283 2.911
H 4.524 -1.358 5.374
H 3.796 -2.957 5.060
H 2.960 -1.602 4.476
H 4.454 -0.660 2.000
H 6.075 -1.293 1.990
H 5.487 -0.237 3.433
```

Gap between HOMO and LUMO in eV: 8.52
LUMO energy in hartree: 0.0219
HOMO energy in eV: -7.925
SMILES: CC1(C)CCCC(C)(C)N1O.CC1(C)CCCC(C)(C)N1O.CC1(C)CCCC(C)(C)N1O.CC(C)=O.CC(C)=O

2.
8 unconnected molecules or ions with the total composition C33H70BN11O12, computed with ωB97M-V/def2-TZVPD.

```
127
Properties=species:S:1:pos:R:3
C -1.572 0.701 -0.711
C -2.075 -0.549 0.282
O -0.877 -0.974 1.014
C -0.981 -2.328 1.563
C -2.564 -2.595 2.037
N -3.771 -2.903 2.464
C -0.113 -2.366 2.951
C 0.046 -0.789 3.483
C 0.645 -0.719 5.042
N 2.158 -0.790 5.296
O -0.183 -0.554 6.106
C -0.580 -3.535 0.483
C -2.077 -4.073 -0.055
N -3.219 -4.525 -0.504
C 0.059 -4.844 1.232
C -0.107 -6.264 0.385
C 0.526 -6.235 -1.121
N 2.061 -6.187 -1.135
O 0.085 -3.073 -0.725
B 1.514 -2.804 -0.598
O 2.293 -2.554 0.629
O 2.310 -2.808 -1.877
H -1.627 0.326 -1.843
H -0.455 1.007 -0.516
H -2.325 1.624 -0.664
H -2.520 -1.352 -0.457
H -2.911 -0.045 0.971
H -0.771 -2.900 3.779
H 0.974 -2.780 2.861
H -0.976 -0.214 3.519
H 0.864 -0.252 2.821
H 2.508 -1.748 4.996
H 2.555 -0.075 4.633
H 1.143 -4.703 1.662
H -0.624 -5.011 2.199
H 0.537 -7.059 1.003
H -1.199 -6.683 0.376
H 0.254 -7.286 -1.619
H 0.039 -5.428 -1.845
H 2.391 -5.481 -1.829
H 2.390 -5.908 -0.181
H 2.753 -3.420 0.915
H 2.955 -2.034 -1.802
C -0.816 5.171 -3.950
N -1.797 4.225 -3.458
C -2.240 3.160 -4.334
C -2.320 4.307 -2.185
O -3.149 3.543 -1.708
H -1.223 5.675 -4.831
H 0.093 4.627 -4.223
H -0.573 5.918 -3.189
H -3.323 3.239 -4.471
H -2.014 2.197 -3.866
H -1.741 3.224 -5.304
H -1.914 5.152 -1.605
C -3.169 -0.336 9.092
N -2.600 0.995 9.143
C -1.628 1.378 8.140
C -2.953 1.906 10.115
O -2.512 3.043 10.217
H -2.362 -1.069 9.179
H -3.681 -0.464 8.134
H -3.884 -0.490 9.905
H -0.691 1.649 8.636
H -2.003 2.251 7.596
H -1.450 0.557 7.441
H -3.698 1.512 10.827
C -0.814 0.453 -9.054
N 0.092 1.188 -8.196
C 1.026 2.116 -8.797
C 0.092 1.031 -6.826
O 0.828 1.619 -6.044
H -0.227 -0.146 -9.756
H -1.433 1.165 -9.606
H -1.460 -0.208 -8.471
H 2.046 1.811 -8.541
H 0.846 3.116 -8.392
H 0.909 2.133 -9.884
H -0.657 0.302 -6.475
C 3.543 7.196 -7.566
N 2.397 6.312 -7.527
C 1.750 6.064 -6.256
C 1.905 5.701 -8.660
O 0.943 4.944 -8.698
H 4.327 6.789 -6.921
H 3.242 8.182 -7.201
H 3.931 7.293 -8.584
H 1.783 4.991 -6.043
H 0.703 6.377 -6.322
H 2.249 6.614 -5.454
H 2.471 5.958 -9.571
C -4.806 0.809 13.934
N -3.900 1.544 14.793
C -2.966 2.472 14.191
C -3.900 1.387 16.162
O -3.164 1.975 16.945
H -4.219 0.210 13.232
H -5.426 1.522 13.382
H -5.453 0.148 14.518
H -1.946 2.168 14.447
H -3.147 3.473 14.597
H -3.083 2.489 13.105
H -4.649 0.658 16.514
C 7.517 4.815 -3.887
N 7.047 5.692 -4.939
C 6.425 6.948 -4.576
C 7.174 5.368 -6.273
O 6.799 6.061 -7.211
H 6.670 4.542 -3.250
H 8.267 5.346 -3.293
H 7.963 3.906 -4.300
H 5.407 6.970 -4.977
H 6.996 7.770 -5.020
H 6.395 7.065 -3.490
H 7.660 4.392 -6.436
C -2.254 -10.754 -4.038
N -1.348 -10.020 -3.179
C -0.414 -9.091 -3.781
C -1.348 -10.177 -1.810
O -0.612 -9.589 -1.027
H -1.667 -11.353 -4.740
H -2.873 -10.042 -4.590
H -2.900 -11.416 -3.454
H 0.606 -9.396 -3.525
H -0.594 -8.091 -3.375
H -0.531 -9.075 -4.867
H -2.097 -10.906 -1.458
```

Gap between HOMO and LUMO in eV: 8.59
LUMO energy in hartree: -0.0128
HOMO energy in eV: -8.942
SMILES: CCO[C@](C#N)(CCC(N)=O)[C@](C#N)(CCCN)OB(O)O.CN(C)C=O.CN(C)C=O.CN(C)C=O.CN(C)C=O.CN(C)C=O.CN(C)C=O.CN(C)C=O